Entry 1:
{"formula": "C35H63BGeN7O5SeSn", "method": "wB97M-V/def2-TZVPD", "fmax_ev_per_a": 0.42, "total_charge": -1, "gap_ev": 7.940, "energy_ev": -186362.232, "species": ["Sn", "O", "C", "C", "N", "C", "C", "O", "O", "C", "C", "O", "O", "H", "H", "H", "H", "H", "H", "H", "H", "H", "C", "C", "C", "C", "N", "N", "B", "N", "N", "C", "C", "C", "C", "C", "C", "C", "C", "N", "N", "C", "C", "C", "C", "C", "C", "C", "C", "C", "C", "C", "C", "H", "H", "H", "H", "H", "H", "H", "H", "H", "H", "H", "H", "H", "H", "H", "H", "H", "H", "H", "H", "H", "H", "H", "H", "H", "H", "H", "H", "H", "H", "H", "H", "H", "H", "H", "H", "H", "H", "H", "H", "C", "Ge", "C", "C", "C", "Se", "C", "H", "H", "H", "H", "H", "H", "H", "H", "H", "H", "H", "H", "H", "H"], "positions_angstrom": [[0.155250, 0.324675, 0.430971], [-0.021468, -0.663359, 4.368333], [1.185228, -1.249628, 4.798547], [2.344763, -1.074795, 3.824569], [2.038305, -1.479998, 2.455724], [1.494855, -2.818486, 2.328606], [0.023475, -2.860941, 1.860202], [-0.464062, -3.974364, 1.668921], [-0.564365, -1.736785, 1.686571], [3.164320, -1.198964, 1.595571], [3.286276, 0.285433, 1.250946], [4.384515, 0.808867, 1.241918], [2.177470, 0.873231, 0.918691], [-0.243804, -1.010152, 3.482081], [1.461840, -0.768564, 5.740340], [1.036458, -2.312678, 5.023346], [2.637527, -0.023443, 3.792593], [3.205128, -1.643725, 4.225291], [2.058593, -3.397714, 1.598565], [1.552424, -3.370965, 3.268580], [4.118273, -1.542032, 2.018138], [3.010606, -1.702994, 0.638830], [-3.110750, 4.740513, -2.105706], [-3.017653, 3.446333, -1.364474], [-4.048881, 2.638511, -0.936500], [-3.421816, 1.538517, -0.324281], [-2.104785, 1.665565, -0.403866], [-1.857728, 2.837646, -1.035679], [-0.459618, 3.466704, -1.201986], [0.271704, 3.465257, 0.186284], [-0.178875, 2.713790, 1.239157], [0.291957, 3.272914, 2.347682], [1.100898, 4.366682, 2.023529], [1.059361, 4.456277, 0.649210], [1.744941, 5.468524, -0.199139], [-0.123350, 2.840692, 3.732451], [1.052096, 2.145399, 4.422404], [-0.517052, 4.089800, 4.533722], [-1.338913, 1.914791, 3.648107], [0.319025, 2.844662, -2.386903], [0.302647, 1.507769, -2.623817], [0.820652, 1.331746, -3.831090], [1.179525, 2.568179, -4.394265], [0.840943, 3.508754, -3.450136], [0.974167, 4.988876, -3.622287], [0.906874, -0.014648, -4.512391], [-0.242981, -0.899046, -4.029310], [0.779616, 0.161897, -6.030831], [2.269067, -0.652335, -4.215767], [-4.073659, 0.359899, 0.360504], [-3.636615, 0.301367, 1.831505], [-3.654129, -0.940578, -0.328339], [-5.594649, 0.503768, 0.300038], [-4.153041, 4.926150, -2.363158], [-2.524728, 4.713627, -3.025267], [-2.747412, 5.577369, -1.507405], [-5.102266, 2.832029, -1.049654], [-0.643260, 4.615041, -1.499074], [1.629705, 5.028019, 2.689466], [2.157630, 6.247360, 0.440471], [1.060758, 5.925234, -0.911272], [2.564978, 5.010443, -0.755071], [1.939658, 2.781758, 4.411291], [1.281531, 1.218069, 3.906090], [0.798229, 1.907153, 5.458622], [0.350818, 4.716683, 4.747562], [-0.964036, 3.791573, 5.484896], [-1.243436, 4.689597, 3.982090], [-1.123024, 1.030895, 3.050003], [-2.182283, 2.439207, 3.193541], [-1.623280, 1.570287, 4.643206], [1.615062, 2.764724, -5.360105], [1.029207, 5.205828, -4.688664], [1.883386, 5.373213, -3.159227], [0.127437, 5.530989, -3.204231], [-1.198048, -0.485486, -4.361097], [-0.258659, -0.941906, -2.943347], [-0.141195, -1.913733, -4.424072], [-0.110387, 0.740974, -6.284255], [0.703917, -0.818528, -6.507609], [1.650924, 0.669983, -6.449191], [2.400788, -0.808644, -3.147495], [3.071403, -0.000657, -4.569590], [2.359691, -1.619342, -4.720257], [-2.567364, 0.106037, 1.914401], [-4.160399, -0.503900, 2.351733], [-3.856017, 1.243997, 2.338515], [-2.610737, -1.151554, -0.103719], [-3.778151, -0.871756, -1.411549], [-4.248612, -1.780540, 0.040359], [-5.922965, 1.424552, 0.786712], [-6.060300, -0.337735, 0.817285], [-5.952568, 0.509766, -0.732067], [2.143870, -6.353744, 1.454412], [1.429673, -6.284879, -0.359989], [-0.481345, -6.666293, -0.435345], [2.332085, -7.712767, -1.387808], [2.023762, -4.688744, -1.364679], [1.191953, -2.946953, -1.078962], [-0.637545, -3.447758, -1.469881], [2.160828, -7.389773, 1.794857], [1.519417, -5.766090, 2.123980], [3.163344, -5.964878, 1.473136], [-0.646123, -7.698081, -0.120868], [-0.852831, -6.550136, -1.454039], [-1.025827, -5.998255, 0.230653], [2.126957, -8.694460, -0.956039], [3.413133, -7.560236, -1.390248], [1.985279, -7.716381, -2.422881], [1.947557, -4.917188, -2.429572], [3.082239, -4.538655, -1.142937], [-1.063394, -3.963843, -0.614138], [-0.653078, -4.065623, -2.366254], [-1.186536, -2.532911, -1.657472]], "forces_ev_per_angstrom": [[0.24, 0.01, 0.09], [-0.03, -0.20, -0.05], [-0.03, -0.09, -0.09], [-0.05, -0.08, -0.10], [0.01, -0.03, 0.31], [-0.17, 0.04, 0.08], [0.20, 0.12, -0.07], [-0.07, -0.18, 0.09], [-0.19, 0.25, 0.12], [-0.02, 0.02, -0.08], [0.15, -0.15, -0.10], [0.01, 0.14, 0.02], [-0.26, 0.29, -0.02], [0.05, -0.05, 0.05], [-0.02, 0.03, -0.01], [0.00, -0.02, -0.01], [0.13, -0.13, 0.01], [0.01, 0.02, -0.01], [0.01, -0.03, 0.02], [0.01, -0.06, 0.06], [0.04, 0.03, -0.01], [0.03, -0.05, 0.03], [0.04, -0.02, 0.04], [-0.05, -0.09, -0.12], [-0.01, 0.04, 0.07], [-0.01, -0.02, -0.04], [-0.19, -0.03, -0.12], [0.00, 0.17, 0.02], [-0.10, 0.00, -0.06], [0.13, -0.19, -0.14], [0.08, -0.08, -0.02], [0.05, 0.12, 0.13], [-0.02, 0.04, -0.01], [0.04, -0.02, 0.18], [-0.02, -0.08, -0.07], [-0.03, -0.13, -0.01], [0.00, 0.05, -0.05], [0.00, 0.00, -0.05], [0.13, 0.20, 0.00], [0.00, 0.24, 0.07], [0.11, 0.01, 0.14], [-0.10, 0.03, -0.23], [0.10, -0.06, 0.04], [-0.09, -0.08, -0.13], [-0.05, -0.03, 0.13], [-0.01, -0.03, 0.03], [0.08, -0.01, 0.02], [0.00, 0.02, 0.04], [-0.04, -0.03, 0.02], [0.01, -0.06, 0.08], [-0.10, 0.06, -0.11], [-0.01, -0.01, -0.05], [0.02, -0.02, 0.00], [0.00, 0.01, -0.01], [-0.01, 0.01, -0.01], [0.00, 0.00, 0.00], [0.01, -0.01, 0.00], [0.12, 0.03, 0.10], [-0.01, 0.00, 0.02], [0.02, 0.00, -0.02], [-0.03, 0.02, -0.04], [-0.02, 0.00, -0.05], [-0.01, 0.05, 0.01], [-0.05, 0.22, 0.05], [0.00, -0.04, -0.01], [0.00, 0.01, -0.02], [0.03, 0.00, 0.02], [-0.03, 0.00, 0.03], [-0.03, 0.09, 0.07], [0.08, -0.02, -0.01], [0.03, -0.04, -0.01], [-0.03, -0.01, -0.01], [0.02, 0.01, 0.00], [0.01, 0.02, 0.06], [0.01, 0.01, 0.00], [-0.01, -0.01, 0.02], [0.00, -0.03, 0.04], [0.01, 0.00, 0.02], [-0.01, -0.02, -0.01], [0.02, 0.00, -0.01], [-0.01, 0.02, 0.00], [0.00, -0.04, 0.07], [0.00, -0.01, 0.01], [-0.01, 0.01, 0.03], [-0.10, -0.03, -0.04], [0.01, -0.04, -0.01], [-0.01, -0.06, -0.03], [0.11, -0.11, -0.06], [-0.02, 0.00, 0.01], [0.04, 0.00, 0.03], [-0.01, 0.01, -0.01], [-0.01, 0.00, -0.01], [0.00, 0.01, 0.01], [-0.07, 0.10, -0.02], [0.20, -0.15, -0.24], [0.00, 0.11, 0.07], [-0.03, 0.00, 0.06], [-0.17, 0.06, 0.10], [0.03, -0.05, -0.42], [0.04, -0.11, 0.07], [0.01, -0.02, 0.01], [-0.01, 0.03, 0.02], [0.00, -0.01, 0.03], [0.00, -0.01, 0.00], [-0.02, -0.01, 0.01], [0.00, -0.01, 0.00], [0.00, 0.01, 0.00], [0.00, -0.01, -0.01], [0.01, 0.00, 0.00], [0.03, 0.00, 0.00], [0.03, -0.02, -0.01], [0.00, 0.05, 0.01], [-0.02, 0.01, -0.02], [-0.09, 0.13, -0.02]]}

***

Entry 2:
{"formula": "C35H63BaN8O", "method": "wB97M-V/def2-TZVPD", "fmax_ev_per_a": 7.65, "total_charge": 1, "gap_ev": 2.177, "energy_ev": -51961.818, "species": ["Ba", "C", "C", "C", "O", "H", "H", "H", "H", "H", "H", "H", "C", "C", "C", "C", "N", "H", "H", "H", "H", "H", "H", "H", "C", "C", "C", "C", "N", "H", "H", "H", "H", "H", "H", "H", "C", "C", "C", "C", "N", "H", "H", "H", "H", "H", "H", "H", "C", "C", "C", "C", "N", "H", "H", "H", "H", "H", "H", "H", "C", "C", "C", "C", "N", "H", "H", "H", "H", "H", "H", "H", "C", "C", "C", "C", "N", "H", "H", "H", "H", "H", "H", "H", "C", "C", "C", "C", "N", "H", "H", "H", "H", "H", "H", "H", "C", "C", "C", "C", "N", "H", "H", "H", "H", "H", "H", "H"], "positions_angstrom": [[-31.028330, -3.213730, -13.384540], [-26.064490, -9.791950, -13.600660], [-25.730910, -8.602800, -14.493230], [-24.946100, -9.089250, -15.754300], [-26.843350, -7.776440, -14.649870], [-26.654180, -10.547080, -14.120400], [-26.616850, -9.450460, -12.725230], [-25.170560, -10.253080, -13.180740], [-24.966770, -8.064750, -13.932250], [-24.592970, -8.266570, -16.376060], [-25.683470, -9.577850, -16.391220], [-24.105180, -9.749990, -15.543630], [-35.723450, -10.953400, -9.038520], [-34.589950, -11.752650, -8.374500], [-33.558720, -10.837590, -7.683780], [-33.129100, -9.581870, -8.412210], [-32.769730, -8.629970, -8.920470], [-35.954970, -10.123760, -8.370530], [-36.600560, -11.599930, -9.010470], [-35.542710, -10.637860, -10.066070], [-34.230240, -12.298940, -9.246440], [-35.087410, -12.479490, -7.732360], [-32.709380, -11.423850, -7.333050], [-33.928620, -10.509520, -6.712360], [-28.680530, -4.372730, -22.688100], [-28.215010, -5.401320, -21.583140], [-29.446650, -6.003580, -20.956360], [-30.260610, -4.984540, -20.381940], [-30.873430, -4.135820, -19.853560], [-29.271840, -4.849770, -23.469700], [-27.756360, -3.951050, -23.083320], [-29.249120, -3.505370, -22.352720], [-27.553370, -4.989350, -20.821170], [-27.716330, -6.203020, -22.127850], [-29.116410, -6.709030, -20.193880], [-29.980470, -6.563780, -21.724030], [-15.898900, -6.013220, -21.369490], [-16.552080, -4.865330, -20.530180], [-18.107060, -4.816400, -20.562090], [-18.542940, -4.691900, -21.912400], [-18.942150, -4.631400, -22.987200], [-16.516900, -6.904240, -21.258770], [-14.875980, -6.094680, -21.001920], [-15.854430, -5.842910, -22.445180], [-16.289260, -3.867970, -20.882730], [-16.216730, -4.968340, -19.498180], [-18.482420, -3.942630, -20.029420], [-18.525430, -5.705080, -20.089540], [-22.697750, 0.959640, -12.190170], [-21.870050, -0.219110, -12.600660], [-22.763860, -1.237800, -13.244250], [-24.116980, -0.859860, -13.664970], [-25.109310, -0.498270, -14.062680], [-22.228270, 1.617190, -11.458510], [-23.723880, 0.888100, -11.829560], [-22.751780, 1.598560, -13.071630], [-21.442490, -0.640450, -11.690850], [-21.114760, 0.143240, -13.298050], [-22.938820, -1.994740, -12.479700], [-22.363810, -1.803910, -14.085430], [-23.912550, -16.744510, -17.120480], [-24.639040, -15.933380, -18.198890], [-23.993800, -16.107670, -19.596490], [-22.521700, -15.882580, -19.636420], [-21.431650, -15.741390, -19.711550], [-22.930270, -16.396080, -16.801390], [-23.797280, -17.787580, -17.415110], [-24.488370, -16.941310, -16.216150], [-24.546930, -14.865650, -17.999960], [-25.699470, -16.140380, -18.342860], [-24.460850, -15.359680, -20.237180], [-24.247410, -17.082840, -20.012210], [-32.820490, -13.802290, -18.057500], [-33.144710, -12.297360, -17.675110], [-33.107570, -11.917840, -16.176130], [-33.464730, -10.510920, -15.968330], [-33.746410, -9.406440, -15.859190], [-31.825130, -14.020320, -17.670430], [-32.902750, -14.053280, -19.115020], [-33.487790, -14.458070, -17.498260], [-34.040710, -11.995540, -18.217490], [-32.491370, -11.585390, -18.179430], [-32.120980, -12.017710, -15.723630], [-33.763030, -12.599740, -15.634390], [-23.901080, -14.873230, -6.330790], [-22.822480, -13.764420, -6.499710], [-21.663530, -13.688730, -5.428170], [-21.789870, -14.837730, -4.435320], [-21.966910, -15.720420, -3.641450], [-24.507060, -14.645320, -5.453900], [-23.432610, -15.817440, -6.053100], [-24.493160, -15.160490, -7.199710], [-23.329010, -12.801460, -6.564820], [-22.337490, -13.816340, -7.474490], [-21.536410, -12.697550, -4.992840], [-20.695750, -13.956090, -5.852460], [-16.038190, -12.828520, -14.644060], [-17.251850, -13.675070, -14.231900], [-18.548190, -12.860250, -14.176570], [-18.441070, -11.659720, -13.360160], [-18.391800, -10.773100, -12.627210], [-15.132240, -13.411820, -14.808740], [-15.768050, -12.149280, -13.835500], [-16.261140, -12.254560, -15.543490], [-17.066200, -14.115310, -13.252200], [-17.399920, -14.485590, -14.945510], [-19.396560, -13.344210, -13.692690], [-18.866420, -12.378510, -15.101110]], "forces_ev_per_angstrom": [[0.27, -0.31, -0.16], [-0.06, -0.17, 0.68], [-0.61, 0.18, -0.24], [-1.26, 0.70, -0.43], [1.42, -0.85, -0.42], [-0.03, 0.01, -0.08], [-0.25, 0.08, -0.12], [0.20, -0.18, -0.30], [0.32, 0.72, 0.52], [0.14, 0.25, 0.26], [0.08, -0.47, -0.07], [-0.18, -0.02, 0.25], [-0.55, -0.14, 1.12], [-0.59, 0.76, -1.68], [0.14, -0.01, 0.29], [-0.65, -2.71, 1.15], [0.33, 1.16, -0.66], [-0.22, 0.39, -0.39], [-0.16, 0.14, -0.37], [0.17, 0.16, 0.24], [0.96, -0.33, 0.49], [0.66, 0.18, 0.50], [0.48, 0.16, -0.62], [-0.54, 0.30, -0.12], [1.32, -0.01, 0.76], [-0.84, 0.88, -1.71], [0.76, -1.19, -0.12], [-2.33, 2.63, 2.16], [1.45, -2.03, -1.28], [0.23, -0.17, -0.01], [-0.15, -0.04, -0.53], [-0.09, -0.23, 0.50], [-0.01, 0.18, -0.23], [0.31, 0.03, 0.23], [-0.38, -0.09, 0.21], [-0.27, 0.04, 0.12], [-0.66, 1.07, 0.39], [-0.39, -0.04, -0.51], [1.11, -0.27, 1.00], [-0.93, -0.30, -1.19], [0.15, 0.11, -0.04], [0.45, -0.31, 0.32], [-0.12, -0.57, -0.09], [-0.10, 0.40, 0.06], [0.65, -0.11, -0.02], [-0.11, 0.09, 0.02], [0.11, -0.02, 0.22], [-0.17, -0.05, -0.15], [-0.01, 2.54, -0.10], [-0.35, 0.56, 0.54], [-0.87, -2.14, -0.01], [2.71, 0.01, 0.55], [-2.57, 0.56, -0.77], [0.41, -0.25, 0.13], [0.06, -0.90, -0.07], [-0.41, 0.18, -0.08], [0.44, -0.24, -0.41], [0.20, -0.24, 0.28], [-0.08, -0.31, -0.02], [0.39, 0.18, -0.01], [-0.72, -1.12, 0.36], [1.26, 0.35, -0.30], [0.07, 0.34, 0.21], [-7.54, -1.25, 0.37], [6.66, 0.95, -0.33], [-0.11, 0.33, -0.37], [0.34, -0.05, -0.63], [-0.29, 0.79, 0.17], [-0.18, 0.05, 0.36], [0.05, -0.27, 0.41], [0.14, -0.05, -0.25], [0.32, -0.07, 0.00], [0.01, 1.29, 1.54], [0.50, -0.16, -1.47], [-0.27, -0.47, -0.44], [-0.32, -0.60, -0.17], [0.01, 0.38, 0.12], [0.16, -0.18, -0.33], [0.07, 0.39, 0.10], [-0.19, -0.03, -0.09], [-0.76, -0.22, 0.82], [0.80, -0.35, -0.03], [0.19, -0.31, -0.28], [-0.19, 0.31, 0.27], [1.13, -0.33, 0.80], [-0.10, 0.12, -0.53], [-0.39, -2.16, 0.17], [-1.18, -2.24, 3.51], [0.98, 4.01, -3.79], [-0.37, 0.10, -0.27], [0.28, -0.04, -0.01], [-0.06, 0.81, -0.09], [-0.01, 0.10, 0.39], [0.02, -0.39, -0.05], [-0.30, -0.33, 0.43], [0.00, 0.36, -0.56], [-0.13, -0.02, 0.35], [0.18, 0.11, -0.35], [-0.15, 1.12, 0.41], [0.52, 0.53, 1.36], [-0.01, -0.11, -0.40], [-0.22, -0.27, -0.18], [-0.19, 0.26, -0.08], [0.11, 0.05, -0.01], [-0.09, -0.07, 0.00], [-0.02, -0.07, 0.06], [0.00, -0.63, -0.50], [-0.01, -0.91, -0.67]]}